# 1
19
Properties=species:S:1:pos:R:3 method="wB97M-V/def2-TZVPD" de_lowest_kcal_mol=155.1 charge=0 homo_lumo_gap_ev=8.41 e_homo_ev=-7.9
C -1.56077 -0.04097 0.87077
C -0.27412 -0.65424 0.89456
C 0.66195 0.08428 -0.02170
C 1.14616 -0.80109 -1.17740
C 1.73025 0.85173 0.74236
N -1.89161 0.37887 -1.06709
H -2.38149 -0.47954 1.41632
H -1.58750 1.00896 1.07342
H -1.10787 -1.00909 0.20362
H -0.15291 -1.10098 1.84588
H 0.17254 0.88366 -0.51744
H 0.29693 -1.45838 -1.50520
H 1.48272 -0.30244 -2.02951
H 1.92759 -1.54942 -0.76997
H 2.52414 0.11533 1.04338
H 2.31063 1.63584 0.24529
H 1.32087 1.27041 1.67649
H -2.85800 0.56450 -0.86265
H -1.75951 0.60258 -2.06115

# 2
19
Properties=species:S:1:pos:R:3 method="wB97M-V/def2-TZVPD" de_lowest_kcal_mol=139.6 charge=0 homo_lumo_gap_ev=8.11 e_homo_ev=-8.5
C 1.76045 -1.28298 0.70939
C 0.50968 -1.35089 -0.19267
C -0.79204 -0.81707 0.41150
C -1.56351 0.29456 -0.41012
N -0.73303 1.00293 -1.31581
C -0.20721 2.13495 -0.80149
H 1.82233 -2.13142 1.39303
H 2.65646 -1.31864 0.09666
H 1.66554 -0.32356 1.20400
H 0.35191 -2.34173 -0.62871
H 0.75400 -0.72999 -1.06583
H -0.63212 -0.31307 1.34665
H -1.54732 -1.59206 0.52192
H -2.08246 0.86188 0.37928
H -2.44393 -0.05115 -0.95064
H 0.49567 1.19770 1.15517
H 0.53000 2.60540 -1.44566
H 0.31630 1.25229 -0.01180
H -0.86074 2.90285 -0.39487

# 3
19
Properties=species:S:1:pos:R:3 method="wB97M-V/def2-TZVPD" de_lowest_kcal_mol=18.5 charge=0 homo_lumo_gap_ev=9.76 e_homo_ev=-8.6 smiles=CCCCNC
C 0.96892 -2.28154 0.97715
C 0.37732 -0.96657 1.42351
C -0.82942 -0.51562 0.62314
C -0.58436 0.22023 -0.70752
N -0.05020 1.56135 -0.42871
C -0.17169 2.45409 -1.54818
H 1.02939 -2.28991 -0.12600
H 0.40907 -3.17370 1.24539
H 2.02279 -2.43761 1.21049
H 0.00162 -1.02836 2.45140
H 1.14040 -0.19100 1.44342
H -1.59121 -1.27978 0.43517
H -1.44801 0.21587 1.15300
H 0.06206 -0.31052 -1.41677
H -1.55136 0.37386 -1.18626
H 0.84100 1.45252 0.01630
H -1.21818 2.71997 -1.70750
H 0.34007 3.40571 -1.37761
H 0.25180 2.07101 -2.48044

# 4
20
Properties=species:S:1:pos:R:3 method="wB97M-V/def2-TZVPD" multiplicity=2 de_lowest_kcal_mol=44.2 charge=0 homo_lumo_gap_ev="3.72 / 10.98" e_homo_ev="-2.9 / -10.3"
C 0.16423 -0.45353 1.62828
N -1.17927 -0.51321 2.12810
C 0.33068 0.48196 0.44537
N -1.05273 0.41358 -0.37506
C -0.54925 0.38700 -1.78104
C 0.71823 -0.41720 -1.76762
C 1.45754 0.14766 -0.52282
H 0.92417 -0.09903 2.35312
H 0.51610 -1.44775 1.34032
H -1.33778 0.24842 2.78134
H -1.40318 -1.33130 2.67073
H 0.33438 1.56517 0.65133
H -1.56410 -0.27563 0.18454
H -1.48585 1.38298 -0.21759
H -1.37174 -0.00374 -2.38271
H -0.36564 1.43738 -2.03075
H 1.22112 -0.41572 -2.73438
H 0.49332 -1.45899 -1.51823
H 2.09855 0.97108 -0.83141
H 2.05122 -0.61912 -0.02149

# 5
20
Properties=species:S:1:pos:R:3 method="wB97M-V/def2-TZVPD" de_lowest_kcal_mol=60.1 charge=+1 homo_lumo_gap_ev=9.09 e_homo_ev=-12.6
C 0.92177 -0.20950 -0.76151
C -0.96967 0.24062 0.83575
C 1.37136 -1.29495 0.14930
C -0.10629 -0.44140 -1.81154
C -1.04626 1.57934 1.45414
N -1.88729 -0.60477 1.14981
N 1.83735 0.72228 -1.03709
H 0.59917 -2.03489 0.32099
H 1.69449 -0.89402 1.10573
H 2.23499 -1.79864 -0.29391
H -0.71157 0.44414 -1.98193
H -0.75922 -1.27068 -1.56551
H 0.39387 -0.67030 -2.75487
H -1.69920 2.17803 0.81386
H -0.07841 2.06943 1.48604
H -1.48920 1.57100 2.45242
H -2.63572 -0.38214 1.81210
H -1.93114 -1.52871 0.74271
H 2.62400 0.86686 -0.41729
H 1.63697 1.45829 -1.69918

# 6
20
Properties=species:S:1:pos:R:3 method="wB97M-V/def2-TZVPD" de_lowest_kcal_mol=60.4 charge=+1 homo_lumo_gap_ev=9.65 e_homo_ev=-13.6
N -0.06460 -1.45676 -0.45064
C 1.28855 -1.03869 0.04651
C 2.17535 -0.88761 2.43064
C 1.25267 -0.60959 1.50916
H -0.00908 -2.10641 -1.24906
H -0.54003 -1.96060 0.29545
H 1.63058 -0.15620 -0.55520
H 2.01880 -1.84549 -0.11244
H 2.10259 -0.55981 3.50259
H 3.00268 -1.49282 2.15633
H 0.46175 0.07937 1.77090
C -2.30557 1.48309 -0.35941
C -0.59472 1.53538 -1.97367
N -1.23836 0.79274 -1.12081
H -2.55670 2.44625 -0.84481
H -1.98685 1.56820 0.67755
H -3.24312 0.87084 -0.33511
H -0.90779 2.53118 -2.20101
H 0.26574 1.10522 -2.46859
H -0.75187 -0.29827 -0.71836